(w)
ORCA calculation (the ωB97M-V functional and the def2-TZVPD basis) on C2H5N2 as an isolated structure.

The geometry in XYZ format:
```
9
Properties=species:S:1:pos:R:3
C 0.941 -0.080 0.025
C -1.022 0.090 0.004
N 0.005 -0.986 0.020
N 0.159 0.954 -0.076
H 2.960 0.147 0.067
H -1.753 -0.018 -0.897
H -1.530 -0.007 0.922
H -0.031 -1.989 -0.370
H 0.391 1.901 0.380
```

Results
Frontier orbital gap (spin up / spin down): 9.45 / 9.74 eV
Highest occupied orbital energy (spin up / spin down): -16.261 / -16.250 eV
Total charge: +1
E_LUMO (spin up / spin down): -6.82 / -6.51 eV

(x)
ORCA calculation (the ωB97M-V functional and the def2-TZVPD basis) on an isolated ion of composition C2H5N2 and charge +1.

The geometry in XYZ format:
```
9
Properties=species:S:1:pos:R:3
C 0.581 -0.671 0.519
C 0.619 0.616 -0.267
N -1.747 -0.243 -0.164
N -0.567 -0.106 -0.034
H 0.945 -1.596 0.080
H 0.677 -0.660 1.601
H 0.739 1.564 0.247
H 1.011 0.627 -1.280
H -2.259 0.471 -0.700
```

Results
Frontier orbital gap: 10.86 eV
Highest occupied orbital energy: -17.220 eV
Total charge: +1
E_LUMO: -6.36 eV

It turns out (x) is the most stable, with the second structure 0.0761 hartree higher.

(w)
ORCA calculation (the ωB97M-V functional and the def2-TZVPD basis) on C2H11N3P as an isolated structure.

The geometry in XYZ format:
```
17
Properties=species:S:1:pos:R:3
C -1.366 0.582 -0.569
C -0.059 0.222 0.038
N -0.998 1.251 -1.803
N 2.426 0.394 0.274
N 0.123 -0.616 1.001
P 1.312 0.882 -0.917
H -1.898 1.267 0.101
H -2.008 -0.301 -0.692
H -1.013 0.619 -2.596
H -1.604 2.034 -2.026
H 3.284 0.010 -0.112
H 2.696 1.110 0.940
H 1.101 -0.768 1.265
H -1.210 -3.512 2.209
H -0.618 -1.119 1.475
H -1.207 -4.253 1.969
H 1.041 2.198 -0.556
```

Results
Frontier orbital gap: 9.28 eV
Highest occupied orbital energy: -13.557 eV
Total charge: +1
E_LUMO: -4.28 eV

(x)
ORCA calculation (the ωB97M-V functional and the def2-TZVPD basis) on C2H11N3P as an isolated structure.

The geometry in XYZ format:
```
17
Properties=species:S:1:pos:R:3
C 0.941 0.988 0.564
C -0.571 -0.240 0.053
N 1.941 0.641 -0.370
N -0.455 -1.444 0.767
N -0.101 -0.482 -1.347
P -2.145 0.773 0.057
H 1.114 0.735 1.602
H 0.517 1.972 0.426
H 2.382 1.434 -0.823
H 2.642 0.004 -0.002
H -1.337 -1.902 0.963
H 0.097 -1.407 1.611
H -0.617 0.064 -2.043
H 0.955 -0.122 -1.288
H -0.134 -1.477 -1.577
H -2.987 -0.343 -0.037
H -2.243 0.805 1.445
```

Results
Frontier orbital gap: 10.46 eV
Highest occupied orbital energy: -13.421 eV
Total charge: +1
E_LUMO: -2.96 eV

(y)
ORCA calculation (the ωB97M-V functional and the def2-TZVPD basis) on C2H11N3P as an isolated structure.

The geometry in XYZ format:
```
17
Properties=species:S:1:pos:R:3
C 0.123 -0.631 -1.433
C 0.339 -0.179 -0.002
N -1.183 -1.260 -1.376
N -0.264 0.439 2.402
N 1.546 0.206 0.370
P -1.148 -0.111 0.942
H 0.914 -1.310 -1.766
H 0.138 0.266 -1.992
H -1.465 -1.175 -2.338
H -1.402 -2.211 -1.121
H -0.791 1.023 3.003
H -0.186 -0.431 2.987
H 1.899 0.565 1.263
H -0.165 3.145 -0.872
H 2.171 0.300 -0.379
H 0.557 2.876 -0.759
H -1.085 -1.511 1.072
```

Results
Frontier orbital gap: 9.04 eV
Highest occupied orbital energy: -13.619 eV
Total charge: +1
E_LUMO: -4.58 eV

It turns out (w) is the most stable, with the second structure 0.0157 hartree higher.

(w)
ORCA calculation (the ωB97M-V functional and the def2-TZVPD basis) on C5H9NO as an isolated structure.

The geometry in XYZ format:
```
16
Properties=species:S:1:pos:R:3
C 0.972 0.030 0.624
C 0.432 1.415 0.743
C 1.374 -0.469 -0.722
N -2.198 -0.336 -1.117
O -0.029 -1.403 1.839
C -0.725 -1.005 0.848
C -1.659 -0.781 0.048
H 1.684 -0.217 1.399
H -2.339 -1.039 -1.833
H -3.026 0.240 -1.014
H -0.285 1.645 -0.041
H 0.647 -0.213 -1.490
H 1.291 2.095 0.661
H -0.019 1.574 1.721
H 2.335 0.010 -0.961
H 1.546 -1.545 -0.706
```

Results
Frontier orbital gap (spin up / spin down): 7.16 / 6.89 eV
Highest occupied orbital energy (spin up / spin down): -7.060 / -7.149 eV
E_LUMO (spin up / spin down): 0.10 / -0.26 eV

(x)
ORCA calculation (the ωB97M-V functional and the def2-TZVPD basis) on C5H9NO as an isolated structure.

The geometry in XYZ format:
```
16
Properties=species:S:1:pos:R:3
C -1.155 -1.749 0.103
C -0.791 0.039 -0.667
C -0.713 1.668 -0.387
C 0.771 1.489 0.045
C 0.594 0.025 -0.176
N 1.105 -1.036 0.309
O 2.077 -0.767 1.255
H -1.958 -1.878 -0.578
H -1.369 -1.602 1.160
H -0.469 -2.644 0.026
H -1.202 -0.144 -1.659
H -0.801 2.285 -1.309
H -1.358 2.127 0.364
H 1.047 1.818 1.053
H 1.517 1.852 -0.669
H 2.706 -1.484 1.130
```

Results
Frontier orbital gap (spin up / spin down): 8.89 / 8.89 eV
Highest occupied orbital energy (spin up / spin down): -8.191 / -8.190 eV
E_LUMO (spin up / spin down): 0.70 / 0.70 eV

It turns out (w) is the most stable, with the second structure 0.0304 hartree higher.